--- w ---
Here is 2 unconnected molecules or ions with the total composition CH2N2OS from the OMol25 dataset. Energies are from wB97M-V/def2-TZVPD.

The HOMO-LUMO gap (alpha / beta) comes out at 5.31 / 5.31 eV.

ORCA input file:
```
! RIJCOSX wB97M-V def2-TZVPD def2/J DEFGRID3
* xyz 0 1
C -1.794 -2.013 2.447
N -2.105 -2.924 3.068
N 0.828 0.000 -0.095
O -1.070 1.560 0.764
S -0.656 0.190 0.355
H 1.612 -0.146 0.451
H -1.292 0.187 -0.978
*
```

natural (NBO) charges in e: number 1, C, carries 0.04; number 2, N, carries -0.51; number 3, N, carries -0.88; number 4, O, carries -0.77; number 5, S, carries 1.54; number 6, H, carries 0.41; number 7, H, carries 0.17


--- x ---
Here is 2 unconnected molecules or ions with the total composition CH2N2OS from the OMol25 dataset. Energies are from wB97M-V/def2-TZVPD.

The HOMO-LUMO gap (alpha / beta) comes out at 8.58 / 8.90 eV.

ORCA input file:
```
! RIJCOSX wB97M-V def2-TZVPD def2/J DEFGRID3
* xyz 0 1
C 0.410 0.468 -1.287
N 0.616 0.677 -2.389
N -1.382 -0.058 0.430
O 0.884 0.926 1.292
S 0.142 0.044 0.420
H -1.894 -0.019 1.297
H 1.225 -2.038 0.236
*
```

natural (NBO) charges in e: number 1, C, carries -0.03; number 2, N, carries -0.22; number 3, N, carries -0.98; number 4, O, carries -0.86; number 5, S, carries 1.69; number 6, H, carries 0.41; number 7, H, carries -0.02


How far above the most stable structure does each one sit? In kcal/mol: w 37.6; x 0.0.


--- w ---
Here is 2 unconnected molecules or ions with the total composition C5H11NOS2 from the OMol25 dataset. Energies are from wB97M-V/def2-TZVPD.

The HOMO-LUMO gap comes out at 9.41 eV.

ORCA input file:
```
! RIJCOSX wB97M-V def2-TZVPD def2/J DEFGRID3
* xyz 0 1
C -0.569 -2.422 -0.697
C -1.565 -1.649 0.018
C 0.428 -1.265 -0.786
C -0.580 -0.488 0.275
C 1.812 2.284 -0.065
N -0.918 0.871 -0.122
O 0.799 1.604 2.385
S 1.301 3.941 0.600
S 1.925 2.343 1.804
H -0.152 -3.332 0.000
H -0.882 -2.796 -1.664
H -2.357 -1.147 -0.646
H -1.889 -1.877 0.990
H 1.580 -1.498 -0.491
H 0.344 -0.499 -1.679
H -0.038 -0.367 1.253
H 0.957 1.817 -0.633
H 2.766 2.375 -0.671
H -1.237 1.345 0.738
H -1.725 0.758 -0.607
*
```

natural (NBO) charges in e: number 1, C, carries -0.42; number 2, C, carries -0.44; number 3, C, carries -0.43; number 4, C, carries -0.03; number 5, C, carries -0.73; number 6, N, carries -0.84; number 7, O, carries -0.93; number 8, S, carries -0.04; number 9, S, carries 1.16; number 10, H, carries 0.20; number 11, H, carries 0.21; number 12, H, carries 0.19; number 13, H, carries 0.22; number 14, H, carries 0.21; number 15, H, carries 0.21; number 16, H, carries 0.22; number 17, H, carries 0.30; number 18, H, carries 0.23; number 19, H, carries 0.37; number 20, H, carries 0.34


--- x ---
Here is a single C5H11NOS2 molecule from the OMol25 dataset. Energies are from wB97M-V/def2-TZVPD.

The HOMO-LUMO gap comes out at 9.10 eV. Its SMILES is OCCCCNC(=S)S.

ORCA input file:
```
! RIJCOSX wB97M-V def2-TZVPD def2/J DEFGRID3
* xyz 0 1
C 1.836 1.223 0.329
C 1.275 -0.171 0.893
C 0.953 -1.159 -0.255
C -0.596 -1.314 -0.481
C -2.220 0.598 -0.220
H 0.342 2.345 -0.019
H 2.056 1.931 1.140
H 2.780 1.006 -0.226
H 0.380 -0.107 1.575
H 2.060 -0.650 1.407
H 1.228 -2.169 0.023
H 1.455 -0.877 -1.170
H -0.893 -1.999 -1.263
H -1.061 -1.626 0.515
H -0.401 0.716 -0.886
H -3.211 -1.507 -0.367
N -1.104 0.022 -0.785
O 1.000 1.914 -0.550
S -3.510 -0.403 0.336
S -2.370 2.227 0.003
*
```

natural (NBO) charges in e: number 1, C, carries -0.06; number 2, C, carries -0.44; number 3, C, carries -0.41; number 4, C, carries -0.22; number 5, C, carries -0.09; number 6, H, carries 0.49; number 7, H, carries 0.17; number 8, H, carries 0.18; number 9, H, carries 0.21; number 10, H, carries 0.22; number 11, H, carries 0.21; number 12, H, carries 0.21; number 13, H, carries 0.20; number 14, H, carries 0.19; number 15, H, carries 0.43; number 16, H, carries 0.11; number 17, N, carries -0.62; number 18, O, carries -0.73; number 19, S, carries 0.12; number 20, S, carries -0.18


How far above the most stable structure does each one sit? In kcal/mol: w 73.2; x 0.0.


--- w ---
Here is a single C5H12BN molecule from the OMol25 dataset. Energies are from wB97M-V/def2-TZVPD.

The HOMO-LUMO gap comes out at 9.80 eV. Its SMILES is C=CB(C)N(C)C.

ORCA input file:
```
! RIJCOSX wB97M-V def2-TZVPD def2/J DEFGRID3
* xyz 0 1
B -0.336 -0.233 0.308
C -2.677 1.187 -0.073
C -1.654 0.727 0.691
C -0.654 -1.999 0.562
C 1.284 1.446 -0.266
C 1.994 -0.732 -0.610
N 0.950 0.105 0.003
H -3.564 1.670 0.401
H -2.548 1.473 -1.090
H -1.864 0.516 1.762
H -0.479 -2.285 -0.451
H -1.660 -2.245 0.985
H 0.106 -2.355 1.318
H 1.747 1.422 -1.238
H 0.462 2.258 -0.388
H 2.079 1.785 0.459
H 3.001 -0.538 -0.195
H 1.755 -1.698 -0.537
H 2.059 -0.504 -1.640
*
```

natural (NBO) charges in e: number 1, B, carries 0.82; number 2, C, carries -0.39; number 3, C, carries -0.47; number 4, C, carries -0.92; number 5, C, carries -0.40; number 6, C, carries -0.38; number 7, N, carries -0.68; number 8, H, carries 0.19; number 9, H, carries 0.18; number 10, H, carries 0.21; number 11, H, carries 0.21; number 12, H, carries 0.23; number 13, H, carries 0.22; number 14, H, carries 0.18; number 15, H, carries 0.22; number 16, H, carries 0.19; number 17, H, carries 0.19; number 18, H, carries 0.21; number 19, H, carries 0.18


--- x ---
Here is 2 unconnected molecules or ions with the total composition C5H12BN from the OMol25 dataset. Energies are from wB97M-V/def2-TZVPD.

The HOMO-LUMO gap (alpha / beta) comes out at 7.96 / 8.05 eV.

ORCA input file:
```
! RIJCOSX wB97M-V def2-TZVPD def2/J DEFGRID3
* xyz 0 1
B -0.413 -0.540 0.010
C 0.620 -1.796 -0.023
C 2.004 -1.079 0.055
C 1.694 0.394 0.079
C -3.153 -0.298 0.006
C 0.081 2.081 0.024
N 0.276 0.627 -0.175
H 0.352 -2.620 0.813
H 0.332 -2.376 -1.016
H 2.427 -1.276 0.940
H 2.482 -1.550 -0.801
H 2.020 0.930 0.985
H 2.229 0.866 -0.649
H -2.988 0.221 0.928
H -3.273 -1.393 0.249
H -3.657 0.018 -0.904
H 0.313 2.462 -0.964
H -1.030 2.275 0.129
H 0.666 2.550 0.923
*
```

natural (NBO) charges in e: number 1, B, carries 0.88; number 2, C, carries -0.81; number 3, C, carries -0.43; number 4, C, carries -0.20; number 5, C, carries -0.79; number 6, C, carries -0.41; number 7, N, carries -0.74; number 8, H, carries 0.24; number 9, H, carries 0.24; number 10, H, carries 0.21; number 11, H, carries 0.22; number 12, H, carries 0.18; number 13, H, carries 0.19; number 14, H, carries 0.19; number 15, H, carries 0.19; number 16, H, carries 0.20; number 17, H, carries 0.21; number 18, H, carries 0.22; number 19, H, carries 0.20


How far above the most stable structure does each one sit? In kcal/mol: w 0.0; x 67.0.


--- w ---
Here is 2 unconnected molecules or ions with the total composition C5H13N4O from the OMol25 dataset. Energies are from wB97M-V/def2-TZVPD.

The HOMO-LUMO gap comes out at 8.33 eV.

ORCA input file:
```
! RIJCOSX wB97M-V def2-TZVPD def2/J DEFGRID3
* xyz 1 1
C -1.788 1.190 1.550
C -2.771 0.211 -0.253
C -1.222 0.049 -0.429
C 2.878 1.417 0.673
C 1.634 0.895 0.093
N -2.878 0.863 1.031
N 0.493 1.184 0.937
N -0.654 0.858 0.696
N 0.328 -2.853 -1.576
O -0.081 -2.464 -0.223
H -1.579 1.664 2.483
H -3.330 0.853 -0.979
H -3.290 -0.689 -0.275
H -0.911 -1.053 -0.354
H -1.185 0.424 -1.448
H 3.011 1.021 1.703
H 3.796 1.212 0.087
H 2.866 2.610 0.719
H 1.361 1.380 -0.911
H 1.870 -0.245 0.014
H -0.251 -3.311 0.136
H 0.360 -2.090 -2.173
H 1.343 -3.125 -1.500
*
```

natural (NBO) charges in e: number 1, C, carries 0.21; number 2, C, carries -0.26; number 3, C, carries -0.40; number 4, C, carries -0.63; number 5, C, carries -0.32; number 6, N, carries -0.26; number 7, N, carries 0.05; number 8, N, carries 0.02; number 9, N, carries -0.51; number 10, O, carries -0.61; number 11, H, carries 0.24; number 12, H, carries 0.25; number 13, H, carries 0.24; number 14, H, carries 0.32; number 15, H, carries 0.26; number 16, H, carries 0.24; number 17, H, carries 0.25; number 18, H, carries 0.23; number 19, H, carries 0.24; number 20, H, carries 0.26; number 21, H, carries 0.50; number 22, H, carries 0.34; number 23, H, carries 0.35


--- x ---
Here is 3 unconnected molecules or ions with the total composition C5H13N4O from the OMol25 dataset. Energies are from wB97M-V/def2-TZVPD.

The HOMO-LUMO gap comes out at 9.11 eV.

ORCA input file:
```
! RIJCOSX wB97M-V def2-TZVPD def2/J DEFGRID3
* xyz 1 1
C -1.534 1.175 0.648
C 1.127 2.229 -0.741
C -1.992 -1.214 1.334
C -2.354 -0.205 -1.103
C -1.678 -0.166 0.215
N 1.079 3.186 -1.417
N 3.408 -1.549 0.659
N 0.968 1.275 -0.026
N 1.129 -0.109 -0.341
O -1.514 2.267 0.898
H -1.000 -1.251 1.822
H -2.563 -2.105 1.012
H -2.799 -0.746 2.060
H -3.400 -0.297 -1.050
H -1.812 -0.817 -1.837
H -2.346 0.716 -1.560
H -0.517 -0.467 -0.027
H 1.653 3.973 -1.505
H 4.371 -1.135 0.799
H 3.397 -2.374 1.277
H 1.458 -0.078 -1.237
H 3.294 -1.758 -0.349
H 1.628 -0.550 0.471
*
```

natural (NBO) charges in e: number 1, C, carries 0.97; number 2, C, carries 0.63; number 3, C, carries -0.59; number 4, C, carries -0.60; number 5, C, carries -0.52; number 6, N, carries -0.64; number 7, N, carries -1.12; number 8, N, carries -0.45; number 9, N, carries -0.64; number 10, O, carries -0.29; number 11, H, carries 0.23; number 12, H, carries 0.27; number 13, H, carries 0.23; number 14, H, carries 0.25; number 15, H, carries 0.25; number 16, H, carries 0.23; number 17, H, carries 0.39; number 18, H, carries 0.43; number 19, H, carries 0.39; number 20, H, carries 0.39; number 21, H, carries 0.38; number 22, H, carries 0.37; number 23, H, carries 0.45


How far above the most stable structure does each one sit? In kcal/mol: w 21.3; x 0.0.


--- w ---
Here is 2 unconnected molecules or ions with the total composition C7H7BrOS from the OMol25 dataset. Energies are from wB97M-V/def2-TZVPD.

The HOMO-LUMO gap (alpha / beta) comes out at 8.08 / 7.41 eV.

ORCA input file:
```
! RIJCOSX wB97M-V def2-TZVPD def2/J DEFGRID3
* xyz 0 1
C -0.187 -1.347 -3.713
C 0.371 -0.552 -2.704
C -1.008 -2.316 -3.212
C -0.035 -0.932 -1.444
C 0.316 -0.236 -0.201
C 0.756 1.133 2.566
C 0.044 -0.121 2.598
O 1.046 0.726 -0.165
S -1.119 -2.281 -1.507
Br 0.905 -1.726 3.027
H 0.009 -1.209 -4.761
H 1.046 0.270 -2.866
H -1.561 -3.054 -3.762
H -1.016 -0.217 2.449
H 0.090 1.970 2.778
H 1.142 1.292 1.521
H 1.623 1.146 3.224
*
```

natural (NBO) charges in e: number 1, C, carries -0.27; number 2, C, carries -0.17; number 3, C, carries -0.38; number 4, C, carries -0.41; number 5, C, carries 0.51; number 6, C, carries -0.74; number 7, C, carries -0.22; number 8, O, carries -0.52; number 9, S, carries 0.51; number 10, Br, carries 0.05; number 11, H, carries 0.23; number 12, H, carries 0.24; number 13, H, carries 0.24; number 14, H, carries 0.20; number 15, H, carries 0.23; number 16, H, carries 0.28; number 17, H, carries 0.23


--- x ---
Here is a single C7H7BrOS molecule from the OMol25 dataset. Energies are from wB97M-V/def2-TZVPD.

The HOMO-LUMO gap comes out at 8.81 eV. Its SMILES is C/C(Br)=C1/C=C[C@@H](C=O)S1.

ORCA input file:
```
! RIJCOSX wB97M-V def2-TZVPD def2/J DEFGRID3
* xyz 0 1
C 0.874 1.759 -0.754
C -0.368 1.319 -0.623
C 1.965 0.703 -0.523
C -0.609 -0.075 -0.483
C 2.342 0.607 0.998
C -1.871 -2.118 0.350
C -1.653 -0.664 0.033
O 3.413 0.196 1.379
S 1.011 -0.886 -0.488
Br -3.323 0.365 0.138
H 0.993 2.841 -0.860
H -1.356 1.813 -0.895
H 2.866 0.569 -1.114
H 1.546 0.843 1.604
H -0.988 -2.636 0.818
H -2.167 -2.470 -0.667
H -2.675 -2.164 1.088
*
```

natural (NBO) charges in e: number 1, C, carries -0.19; number 2, C, carries -0.22; number 3, C, carries -0.44; number 4, C, carries -0.24; number 5, C, carries 0.42; number 6, C, carries -0.68; number 7, C, carries 0.01; number 8, O, carries -0.53; number 9, S, carries 0.26; number 10, Br, carries 0.00; number 11, H, carries 0.24; number 12, H, carries 0.25; number 13, H, carries 0.26; number 14, H, carries 0.12; number 15, H, carries 0.24; number 16, H, carries 0.24; number 17, H, carries 0.24


How far above the most stable structure does each one sit? In kcal/mol: w 37.0; x 0.0.


--- w ---
Here is a single C4H5NO2S molecule from the OMol25 dataset. Energies are from wB97M-V/def2-TZVPD.

The HOMO-LUMO gap (alpha / beta) comes out at 7.80 / 7.54 eV.

ORCA input file:
```
! RIJCOSX wB97M-V def2-TZVPD def2/J DEFGRID3
* xyz 0 3
C -0.820 0.130 -0.116
C -0.123 0.955 -0.930
C -0.284 -0.999 0.750
C 1.222 1.253 -1.146
N 0.731 -0.865 1.528
O 3.624 1.898 -0.649
O 0.996 -1.913 2.361
S 2.522 1.212 -0.049
H -1.861 0.285 -0.266
H -0.795 1.434 -1.529
H -0.928 -1.917 0.960
H 1.428 1.735 -1.994
H 1.988 -1.862 2.417
*
```

natural (NBO) charges in e: number 1, C, carries -0.16; number 2, C, carries -0.24; number 3, C, carries -0.02; number 4, C, carries -0.41; number 5, N, carries -0.13; number 6, O, carries -0.79; number 7, O, carries -0.54; number 8, S, carries 0.99; number 9, H, carries 0.21; number 10, H, carries 0.21; number 11, H, carries 0.19; number 12, H, carries 0.21; number 13, H, carries 0.48


--- x ---
Here is a single C4H5NO2S molecule from the OMol25 dataset. Energies are from wB97M-V/def2-TZVPD.

The HOMO-LUMO gap (alpha / beta) comes out at 4.52 / 6.81 eV.

ORCA input file:
```
! RIJCOSX wB97M-V def2-TZVPD def2/J DEFGRID3
* xyz 0 3
C 0.469 -0.506 -0.033
C 0.557 0.849 0.156
C 2.607 0.026 -0.040
C -0.736 -1.394 -0.357
N 1.909 1.142 0.298
O 1.788 -0.938 -0.204
O -0.297 1.813 0.507
S 4.252 -0.088 -0.201
H -0.355 -2.440 -0.398
H -1.152 -0.969 -1.352
H -1.440 -1.330 0.553
H 2.345 2.104 0.164
H -0.652 1.899 1.472
*
```

natural (NBO) charges in e: number 1, C, carries 0.23; number 2, C, carries 0.39; number 3, C, carries -0.03; number 4, C, carries -0.67; number 5, N, carries -0.55; number 6, O, carries -0.40; number 7, O, carries -0.71; number 8, S, carries 0.08; number 9, H, carries 0.25; number 10, H, carries 0.25; number 11, H, carries 0.24; number 12, H, carries 0.42; number 13, H, carries 0.51


How far above the most stable structure does each one sit? In kcal/mol: w 21.9; x 0.0.